Computed, not measured: a cluster of 7 separate species, C17H48O7 in total in a non-equilibrium geometry, with ωB97M-V/def2-TZVPD.

XYZ file:
```
72
Properties=species:S:1:pos:R:3
C 2.152 0.685 -3.143
C 3.512 1.037 -3.784
C 4.166 2.090 -2.913
O 4.236 0.044 -3.816
H 1.496 1.488 -3.440
H 2.232 0.622 -2.086
H 1.752 -0.291 -3.506
H 3.576 1.300 -4.806
H 3.712 3.125 -2.879
H 5.171 2.359 -3.289
H 4.186 1.739 -1.866
H 3.968 -0.463 -4.530
C 0.431 -2.843 -1.519
C -0.379 -3.322 -0.330
C -1.521 -4.234 -0.816
O 0.369 -3.844 0.517
H 1.376 -2.458 -1.195
H -0.177 -2.060 -1.940
H 0.624 -3.525 -2.415
H -0.922 -2.411 0.074
H -1.198 -4.929 -1.634
H -2.202 -3.571 -1.291
H -2.081 -4.744 0.030
H 0.070 -4.022 1.385
C -2.937 2.294 1.123
C -2.182 1.668 2.212
C -3.167 1.009 3.186
O -1.240 0.828 2.012
H -3.401 1.380 0.641
H -2.252 2.821 0.400
H -3.855 2.873 1.415
H -1.623 2.466 2.776
H -3.690 1.784 3.697
H -2.660 0.553 3.987
H -3.878 0.322 2.691
H -0.407 1.238 2.288
C 2.024 2.750 0.075
C 2.185 4.096 -0.502
C 1.193 4.225 -1.734
O 1.828 5.042 0.239
H 2.177 2.759 1.202
H 2.668 1.942 -0.373
H 1.072 2.429 -0.014
H 3.287 4.166 -0.743
H 1.361 5.232 -2.193
H 0.071 4.093 -1.529
H 1.608 3.552 -2.575
H 2.145 5.847 -0.185
C -3.790 -2.662 1.896
C -2.580 -2.646 2.847
C -1.896 -4.026 3.131
O -1.658 -1.934 2.462
H -4.079 -1.722 1.691
H -4.667 -3.065 2.435
H -3.656 -3.231 0.912
H -2.758 -2.245 3.822
H -1.016 -3.777 3.666
H -1.661 -4.515 2.284
H -2.563 -4.599 3.699
H -1.881 -1.047 2.281
C 2.102 -0.633 0.850
O 2.743 -1.908 0.941
H 2.470 -0.213 -0.107
H 2.286 0.026 1.736
H 0.997 -0.665 0.881
H 2.307 -2.477 1.634
C -0.708 0.839 -1.271
O -1.633 -0.003 -0.640
H -0.864 0.647 -2.338
H 0.315 0.650 -0.908
H -0.968 1.906 -1.088
H -1.698 0.172 0.301
```

Results
* total charge: 0
* SMILES string: CC(C)O.CC(C)O.CC(C)O.CC(C)O.CC(C)O.CO.CO
* molar mass: 364.564 g/mol
* energy above the lowest of the compared OMol25 structures with the same formula, charge and spin: 747.5 kJ/mol
* HOMO-LUMO gap: 9.3267 eV



Computed, not measured: a cluster of 5 separate species, C5H20N10O5 in total in a non-equilibrium geometry, with ωB97M-V/def2-TZVPD.

XYZ file:
```
40
Properties=species:S:1:pos:R:3
C 0.135 -0.521 -4.456
O 0.221 -0.964 -5.538
N 1.117 -0.295 -3.637
N -0.990 -0.217 -3.889
H 2.003 -0.676 -3.935
H 1.035 0.209 -2.766
H -1.003 0.231 -2.984
H -1.916 -0.340 -4.274
C -2.432 -2.350 1.327
O -1.667 -1.602 1.851
N -3.534 -1.991 0.784
N -2.180 -3.580 1.160
H -4.212 -2.644 0.418
H -3.666 -0.998 0.911
H -1.577 -4.006 1.849
H -2.761 -4.119 0.535
C -0.765 1.196 3.845
O -1.151 1.727 2.845
N -0.240 1.779 4.858
N -0.620 -0.079 3.827
H -0.302 1.137 5.635
H -0.170 2.775 5.010
H -1.118 -0.543 3.080
H -0.257 -0.590 4.619
C 3.569 1.574 -1.263
O 3.196 2.619 -0.709
N 3.562 1.283 -2.544
N 3.903 0.523 -0.559
H 3.217 1.909 -3.258
H 4.052 0.427 -2.758
H 3.751 0.635 0.433
H 4.226 -0.321 -1.008
C -0.363 1.213 -0.359
O -0.124 1.737 -1.443
N -1.360 0.429 -0.135
N 0.411 1.353 0.686
H -1.410 -0.115 0.714
H -1.939 0.326 -0.956
H 1.268 1.854 0.502
H 0.092 1.015 1.582
```

Results
* total charge: -1
* <S²>: 0.75
* multiplicity: 2
* molar mass: 300.280 g/mol
* energy above the lowest of the compared OMol25 structures with the same formula, charge and spin: 92.5 kJ/mol
* HOMO-LUMO gap (alpha / beta): 2.1040 / 9.0403 eV



Computed, not measured: a cluster of 2 separate species, C3H7OS in total in a non-equilibrium geometry, with ωB97M-V/def2-TZVPD.

XYZ file:
```
12
Properties=species:S:1:pos:R:3
C -2.272 -1.643 -0.365
S -0.535 -1.881 -0.758
H -2.951 -2.466 -0.941
H -2.474 -1.795 0.656
H -2.556 -0.550 -0.610
O 2.343 1.144 1.952
C 1.461 1.033 1.158
C 1.626 1.302 -0.369
H 0.525 0.796 1.488
H 0.868 1.950 -0.697
H 1.422 0.268 -0.871
H 2.542 1.842 -0.642
```

Results
* total charge: -1
* molar mass: 91.155 g/mol
* energy above the lowest of the compared OMol25 structures with the same formula, charge and spin: 133.0 kJ/mol
* HOMO-LUMO gap: 6.2262 eV



Computed, not measured: the ion C12H18NOS with charge +1 in a non-equilibrium geometry, with ωB97M-V/def2-TZVPD.

XYZ file:
```
33
Properties=species:S:1:pos:R:3
C -2.842 -0.097 2.242
C -2.755 0.767 1.163
C -1.778 -0.931 2.543
C -1.609 0.810 0.389
C -0.631 -0.908 1.771
C -0.534 -0.027 0.691
C -1.165 -1.720 -2.709
C -0.437 -2.133 -1.434
C 0.683 -0.007 -0.108
C 2.253 0.916 1.589
C 1.346 2.392 -0.232
C 1.808 0.973 0.120
N 2.845 0.529 -0.797
O -0.156 -1.451 -3.653
S 1.052 -1.071 -1.316
H -3.736 -0.124 2.844
H -3.583 1.414 0.917
H -1.837 -1.610 3.378
H -1.549 1.476 -0.458
H 0.196 -1.559 2.005
H -1.828 -2.528 -3.041
H -1.775 -0.824 -2.523
H -1.063 -2.051 -0.550
H -0.049 -3.145 -1.537
H 1.468 1.278 2.250
H 3.135 1.542 1.720
H 2.510 -0.103 1.872
H 0.477 2.676 0.355
H 2.148 3.092 -0.012
H 1.103 2.457 -1.290
H -0.536 -1.302 -4.525
H 3.568 -0.009 -0.341
H 3.273 1.280 -1.320
```

Results
* total charge: +1
* molar mass: 224.349 g/mol
* energy above the lowest of the compared OMol25 structures with the same formula, charge and spin: 99.6 kJ/mol
* HOMO-LUMO gap: 8.3203 eV



Computed, not measured: a structure of composition C60H60N5O2P2PdS in a non-equilibrium geometry, with ωB97M-V/def2-TZVPD.

XYZ file:
```
131
Properties=species:S:1:pos:R:3
Pd 0.499 0.311 0.174
N -0.821 2.682 1.694
P 0.843 2.421 1.385
C 1.537 2.778 3.043
C 1.817 1.731 3.917
C 2.202 1.985 5.222
C 2.294 3.293 5.673
C 2.031 4.342 4.802
C 1.665 4.094 3.489
C 1.361 3.859 0.417
C 2.611 3.800 -0.203
C 3.166 4.945 -0.752
C 2.477 6.149 -0.696
C 1.206 6.196 -0.139
C 0.643 5.058 0.414
C -1.725 1.663 1.837
C -2.956 1.879 2.472
C -3.858 0.845 2.560
C -3.534 -0.400 2.011
C -2.305 -0.535 1.418
N -1.420 0.459 1.335
H -1.072 3.537 2.170
H 1.729 0.713 3.580
H 2.422 1.158 5.885
H 2.573 3.498 6.697
H 2.108 5.364 5.147
H 1.483 4.930 2.827
H 3.141 2.856 -0.260
H 4.144 4.901 -1.212
H 2.923 7.051 -1.092
H 0.652 7.125 -0.117
H -0.352 5.113 0.836
H -3.183 2.852 2.886
H -4.809 0.994 3.053
H -4.230 -1.224 2.062
H -1.965 -1.481 0.980
C -2.073 -5.399 0.763
N -3.056 -5.306 -0.342
C -2.654 -6.174 -1.482
C -3.314 -3.871 -0.756
C -2.149 -3.193 -1.436
C -2.048 -3.215 -2.835
C -0.981 -2.617 -3.479
C -0.010 -1.943 -2.756
C -0.134 -1.852 -1.365
C -1.165 -2.482 -0.775
H -1.895 -6.443 1.012
H -2.452 -4.882 1.644
H -1.142 -4.943 0.442
H -3.946 -5.664 0.012
H -1.697 -5.841 -1.873
H -3.404 -6.130 -2.269
H -2.559 -7.201 -1.138
H -3.592 -3.323 0.143
H -4.170 -3.894 -1.430
H -2.838 -3.685 -3.413
H -0.907 -2.656 -4.557
H 0.825 -1.465 -3.250
H 0.633 -1.220 -0.808
C 0.018 -2.082 5.961
C 1.096 -2.827 5.500
C 1.584 -2.641 4.218
C 1.023 -1.666 3.389
C -0.057 -0.920 3.860
C -0.563 -1.135 5.133
P 1.729 -1.332 1.722
C 3.435 -0.724 2.017
C 3.809 0.557 1.620
C 5.081 1.039 1.886
C 5.994 0.245 2.560
C 5.641 -1.045 2.936
C 4.377 -1.534 2.657
C 2.036 -3.005 1.071
C 1.243 -4.086 1.458
C 1.588 -5.370 1.066
C 2.711 -5.582 0.277
C 3.478 -4.504 -0.147
C 3.138 -3.220 0.240
H -0.365 -2.249 6.958
H 1.570 -3.561 6.139
H 2.391 -3.267 3.872
H -0.492 -0.157 3.233
H -1.405 -0.553 5.485
H 3.110 1.183 1.091
H 5.352 2.036 1.565
H 6.981 0.626 2.787
H 6.358 -1.674 3.446
H 4.145 -2.551 2.931
H 0.402 -3.926 2.120
H 0.999 -6.213 1.404
H 2.994 -6.590 0.006
H 4.354 -4.671 -0.759
H 3.749 -2.383 -0.068
C 6.530 1.090 -5.938
C 5.434 1.024 -4.921
C 5.379 -0.010 -3.989
C 4.349 -0.115 -3.071
C 4.354 -1.255 -2.086
C 3.338 0.867 -3.072
C 3.371 1.918 -3.996
C 2.339 3.016 -4.027
C 4.430 1.986 -4.890
C 2.175 0.719 -2.128
O 1.031 0.697 -2.591
O 2.426 0.588 -0.871
H 7.162 0.205 -5.897
H 7.156 1.969 -5.768
H 6.120 1.187 -6.943
H 6.171 -0.750 -3.988
H 5.265 -1.841 -2.191
H 3.497 -1.919 -2.240
H 4.299 -0.862 -1.072
H 1.530 2.845 -3.323
H 1.910 3.094 -5.027
H 2.806 3.977 -3.800
H 4.472 2.815 -5.588
N -3.410 4.062 -4.901
C -3.633 2.859 -4.368
S -4.878 1.909 -4.909
C -2.743 2.399 -3.264
C -2.881 1.113 -2.746
C -2.086 0.710 -1.697
N -1.153 1.489 -1.147
C -0.999 2.714 -1.641
C -1.772 3.209 -2.677
H -4.016 4.386 -5.637
H -2.661 4.667 -4.615
H -3.613 0.439 -3.165
H -2.220 -0.275 -1.269
H -0.229 3.328 -1.196
H -1.595 4.224 -3.002
```

Results
* total charge: +3
* molar mass: 1083.608 g/mol
* energy above the lowest of the compared OMol25 structures with the same formula, charge and spin: 298.4 kJ/mol
* HOMO-LUMO gap (alpha / beta): 3.6922 / 3.6817 eV



Computed, not measured: an isolated molecule of C12H10O3 in a non-equilibrium geometry, with ωB97M-V/def2-TZVPD.

XYZ file:
```
25
Properties=species:S:1:pos:R:3
C -0.362 0.766 -1.019
C 0.993 0.839 -0.472
C -0.252 1.068 -2.323
C 1.774 1.431 -1.538
C -2.731 -0.356 -0.249
C -2.309 -1.149 0.744
C 0.648 -1.046 2.813
C 0.664 -2.040 1.704
C -1.472 0.588 -0.080
C 1.318 0.285 0.782
C -1.048 -0.402 1.028
C 0.373 -0.648 1.346
O 1.022 1.601 -2.669
O -1.131 0.945 -3.355
O 3.100 1.798 -1.632
H -3.449 -0.363 -0.979
H -2.880 -2.006 1.116
H -0.069 -1.185 3.534
H 1.610 -0.682 3.171
H 1.663 -2.533 1.520
H -0.202 -2.715 1.684
H -1.785 1.643 0.197
H 2.251 0.335 1.090
H -1.108 1.707 -3.954
H 3.383 2.120 -2.458
```

Results
* total charge: 0
* molar mass: 202.209 g/mol
* energy above the lowest of the compared OMol25 structures with the same formula, charge and spin: 724.4 kJ/mol
* HOMO-LUMO gap (alpha / beta): 7.2789 / 6.8744 eV